DFT (wB97M-V/def2-TZVPD) results for a molecular structure, C24H27FeN2O2 in a non-equilibrium geometry.

As for the charge: -1. As for the HOMO-LUMO gap (spin up / spin down): 1.66 / 7.83 eV. As for the multiplicity: 5.

Structure (XYZ):
```
56
C24H27FeN2O2 (wB97M-V/def2-TZVPD)
C -1.21052 -2.63473 2.41750
O -0.70155 -1.32415 2.37189
C -1.66193 -0.31272 2.27017
C -1.20151 1.01243 2.24837
N 0.21917 1.26790 2.33303
C 1.20299 0.73101 1.60548
N 2.37824 1.23164 1.98142
C 3.69893 0.88670 1.44874
C 2.14248 2.14700 3.03210
C 0.80880 2.16675 3.24991
C -2.09294 2.09160 2.15815
O -1.54341 3.37867 2.14661
C -2.47763 4.42831 2.05552
C -3.45912 1.81803 2.09445
C -3.91417 0.51916 2.11910
C -3.03635 -0.53767 2.20230
H -0.36922 -3.32133 2.52543
H -1.87159 -2.74716 3.27873
H -1.73726 -2.85889 1.48827
H 3.59192 0.14540 0.66120
H 4.18368 1.76684 1.03437
H 4.32220 0.47126 2.23604
H 2.89761 2.70591 3.56030
H 0.26762 2.75453 3.97200
H -1.93169 5.37284 2.06720
H -3.03385 4.35183 1.11957
H -3.15466 4.40244 2.91109
H -4.16555 2.62625 2.02941
H -4.97250 0.32748 2.07289
H -3.41826 -1.54275 2.22047
C 1.20713 2.27195 -2.11575
C 0.86459 0.97802 -1.48507
C 1.37852 -0.22645 -1.88461
C 1.50278 -1.48120 -1.03229
C 2.36651 -2.36606 -1.67457
C 2.80805 -1.75828 -2.97112
C 2.22737 -0.50133 -3.10800
Fe 0.72092 -1.95488 -2.90904
C -0.31949 -2.82339 -4.51864
C -1.12253 -1.80097 -3.87313
C -1.30666 -2.18479 -2.48548
C -0.61777 -3.44555 -2.27683
C -0.00511 -3.83817 -3.53156
H 0.31729 2.84980 -2.37833
H 1.80718 2.87912 -1.42932
H 1.79268 2.12873 -3.02641
H 0.28676 1.00161 -0.57818
H 1.02134 -1.64280 -0.06585
H 2.72234 -3.32243 -1.27781
H 3.51025 -2.20301 -3.68056
H 2.38098 0.17907 -3.94663
H -0.01803 -2.83809 -5.56816
H -1.50697 -0.89313 -4.34453
H -1.81730 -1.59953 -1.71616
H -0.53333 -3.98197 -1.32809
H 0.57257 -4.75083 -3.70560
```